1.
Entry from the Open Molecules 2025 dataset: a cluster of 8 separate species, C52H61N10O8S2 in total at a distorted geometry (ωB97M-V/def2-TZVPD).

Properties
total energy = -3963.4614 a.u.
energy relative to the best compared isomer or geometry (same formula, charge and spin) = 605.7 kJ/mol
charge = +1
frontier orbital gap = 6.84 eV

CARTESIAN COORDINATES (ANGSTROEM)
C (7.02050, 5.39520, -2.44216)
C (6.40390, 4.62928, -3.70121)
O (7.14413, 4.53716, -4.71923)
O (5.08866, 4.07831, -3.77309)
C (4.76954, 3.31803, -2.56372)
C (5.84889, 2.17245, -2.24231)
C (5.97651, 1.08002, -3.43716)
N (5.08542, -0.10528, -3.23622)
C (4.99994, -0.94473, -2.06810)
N (3.95575, -1.88268, -2.42746)
S (3.61686, -3.01560, -1.15164)
C (2.52911, -2.11049, 0.04448)
C (1.64533, -0.94683, -0.64087)
O (2.10192, 0.21753, -0.61711)
O (0.40230, -1.34915, -1.16998)
C (-0.09392, -0.42803, -2.17367)
C (-1.29335, 0.52505, -1.63501)
C (-1.41332, 0.57668, -0.04001)
O (-1.18702, 1.85346, -2.21793)
C (-2.45281, 2.42716, -2.48557)
O (-3.41741, 2.44032, -1.66822)
C (-2.74217, 3.18164, -3.89087)
S (-2.92353, 5.03846, -3.64922)
N (3.39248, -1.74445, -3.65031)
C (4.10005, -0.59738, -4.17406)
C (3.66587, -0.09028, -5.62105)
C (2.05013, -0.03083, -5.79446)
C (1.46318, -1.48063, -6.11955)
O (1.90318, -2.06134, -7.13632)
O (0.47658, -2.14654, -5.31286)
H (6.25016, 5.46535, -1.60141)
H (7.36546, 6.45840, -2.66756)
H (7.96599, 4.80848, -2.13933)
H (4.59062, 3.99588, -1.64960)
H (3.77273, 2.79375, -2.78474)
H (6.87745, 2.57817, -1.93792)
H (5.45077, 1.62216, -1.30684)
H (5.70723, 1.63079, -4.40815)
H (7.08234, 0.76034, -3.46631)
H (5.57895, -0.91328, -1.08496)
H (1.75993, -2.86949, 0.45489)
H (3.12008, -1.59662, 0.88816)
H (-0.58281, -1.08319, -2.99154)
H (0.72384, 0.16673, -2.71595)
H (-2.28625, 0.07475, -2.01753)
H (-2.48509, 0.94332, 0.19018)
H (-0.72029, 1.38451, 0.38212)
H (-1.31499, -0.43451, 0.47933)
H (-3.78997, 2.82649, -4.21772)
H (-1.94509, 2.96958, -4.67706)
H (-2.56551, 5.38842, -2.35552)
H (4.01409, -0.86211, -6.40454)
H (4.16527, 0.91746, -5.79638)
H (1.86609, 0.66520, -6.67959)
H (1.52225, 0.41003, -4.88496)
H (0.78195, -2.17722, -4.37867)
N (0.20933, -3.48480, 1.94634)
C (0.34700, -4.79492, 1.67764)
C (-0.30578, -5.79696, 2.37574)
C (-1.14823, -5.43078, 3.41565)
C (-1.30759, -4.08535, 3.71617)
C (-0.61366, -3.15855, 2.95705)
H (1.01868, -5.03181, 0.85870)
H (-0.15917, -6.83727, 2.11381)
H (-1.67611, -6.18696, 3.98662)
H (-1.95665, -3.76499, 4.52058)
H (-0.70838, -2.09492, 3.15119)
N (-4.48375, -3.40997, 4.99001)
C (-5.51242, -2.58916, 5.25677)
C (-6.29904, -2.68159, 6.39340)
C (-6.01271, -3.68215, 7.31050)
C (-4.95676, -4.54650, 7.06093)
C (-4.22706, -4.36963, 5.89656)
H (-5.69955, -1.82537, 4.50903)
H (-7.11522, -1.98911, 6.55717)
H (-6.60669, -3.78741, 8.21173)
H (-4.70590, -5.33921, 7.75552)
H (-3.38911, -5.01836, 5.65898)
N (-3.41621, -6.45941, 9.46366)
C (-2.28494, -5.86259, 9.05440)
C (-1.20661, -5.60155, 9.88376)
C (-1.29910, -5.97364, 11.21690)
C (-2.45704, -6.59022, 11.66762)
C (-3.47844, -6.81060, 10.75797)
H (-2.26139, -5.58718, 8.00475)
H (-0.31737, -5.11918, 9.49759)
H (-0.47658, -5.78511, 11.89811)
H (-2.56363, -6.89336, 12.70156)
H (-4.40202, -7.29275, 11.06171)
N (-0.83636, 6.21327, -7.54930)
C (0.30596, 6.80017, -7.94042)
C (1.37501, 7.04758, -7.09419)
C (1.25935, 6.67138, -5.76371)
C (0.08854, 6.06439, -5.33181)
C (-0.92169, 5.85759, -6.25734)
H (0.34702, 7.07880, -8.98837)
H (2.27451, 7.52258, -7.46561)
H (2.07391, 6.84941, -5.06981)
H (-0.03660, 5.75851, -4.30041)
H (-1.85431, 5.38386, -5.96908)
N (3.58990, -5.86205, 1.05736)
C (4.04640, -7.01381, 0.53830)
C (5.22152, -7.62807, 0.93942)
C (5.97497, -7.01868, 1.93223)
C (5.52798, -5.82701, 2.48502)
C (4.33768, -5.29446, 2.01795)
H (3.42449, -7.45006, -0.23658)
H (5.53979, -8.55882, 0.48708)
H (6.90143, -7.46813, 2.27232)
H (6.09098, -5.32413, 3.26130)
H (3.94460, -4.36616, 2.42172)
N (-7.11534, 3.12900, -0.26344)
C (-6.34886, 2.55459, -1.20611)
C (-6.84014, 1.70912, -2.18829)
C (-8.20022, 1.43515, -2.19917)
C (-9.01423, 2.01377, -1.23586)
C (-8.42783, 2.84837, -0.29810)
H (-5.29187, 2.79607, -1.15499)
H (-6.17584, 1.27550, -2.92579)
H (-8.62215, 0.77719, -2.95127)
H (-10.07965, 1.82144, -1.21441)
H (-9.02321, 3.32715, 0.47291)
N (-1.24184, 6.80894, -0.53528)
C (-2.35167, 6.42343, 0.11425)
C (-2.51331, 6.51402, 1.48700)
C (-1.46692, 7.02955, 2.23757)
C (-0.30686, 7.43426, 1.59208)
C (-0.24523, 7.30575, 0.21417)
H (-3.14055, 6.02438, -0.51537)
H (-3.43318, 6.18960, 1.95705)
H (-1.55429, 7.11558, 3.31509)
H (0.52959, 7.84076, 2.14670)
H (0.63875, 7.61163, -0.33639)


2.
Entry from the Open Molecules 2025 dataset: a structure of composition C12H35LiN3O4 at a distorted geometry (ωB97M-V/def2-TZVPD).

Properties
total energy = -950.6474 a.u.
energy relative to the best compared isomer or geometry (same formula, charge and spin) = 479.5 kJ/mol
charge = +1
frontier orbital gap = 7.63 eV

CARTESIAN COORDINATES (ANGSTROEM)
Li (1.16890, -0.57014, 1.72592)
O (3.23803, -0.61500, 4.84399)
H (3.46661, 0.20729, 5.27735)
H (3.82670, -1.26245, 5.23194)
C (0.47288, 4.91546, -2.08707)
C (0.50577, 3.35368, -2.23891)
C (1.47132, 2.93359, -3.32099)
O (1.31792, 1.60431, -3.83461)
C (1.95298, 1.38717, -5.10082)
N (0.97111, 2.78272, -0.96074)
H (-0.31498, 5.22943, -2.77174)
H (1.46110, 5.36537, -2.18261)
H (0.35647, 5.30995, -1.07765)
H (-0.47498, 2.94827, -2.48764)
H (2.48424, 3.11470, -2.96139)
H (1.43665, 3.60146, -4.18171)
H (1.74688, 0.35758, -5.39334)
H (3.04007, 1.31075, -5.07863)
H (1.55163, 1.96950, -5.93023)
H (0.37742, 3.09729, -0.20663)
H (1.80884, 3.33718, -0.85642)
C (2.31050, -5.09539, -1.18454)
C (2.49979, -3.74703, -0.48527)
C (3.69244, -3.09561, -1.12975)
O (3.91903, -1.83965, -0.43687)
C (5.00877, -1.12935, -0.98788)
N (1.33373, -2.91249, -0.81885)
H (3.21233, -5.70682, -1.15367)
H (1.98628, -5.02560, -2.22286)
H (1.57723, -5.77034, -0.74311)
H (2.62828, -3.87057, 0.59007)
H (3.47376, -2.86522, -2.17244)
H (4.58578, -3.71840, -1.08340)
H (5.08141, -0.10228, -0.63018)
H (4.84070, -0.96117, -2.05163)
H (5.95716, -1.65824, -0.89342)
H (0.55018, -3.49797, -1.07053)
H (1.42330, -2.44894, -1.71171)
C (-5.15822, -1.01324, 4.47027)
C (-4.32296, -0.76430, 3.18586)
C (-4.96673, 0.16308, 2.16919)
O (-5.40427, 1.43214, 2.72653)
C (-6.44301, 1.98879, 1.97737)
N (-3.06822, -0.16980, 3.56272)
H (-5.14465, -0.16026, 5.14876)
H (-4.77831, -1.89486, 4.98651)
H (-6.20681, -1.25505, 4.29685)
H (-4.06404, -1.69958, 2.68958)
H (-5.83855, -0.38639, 1.81404)
H (-4.35116, 0.33530, 1.28629)
H (-7.12836, 2.63399, 2.52701)
H (-7.06929, 1.27547, 1.44161)
H (-5.94718, 2.51756, 1.16333)
H (-3.34935, 0.71555, 3.95923)
H (-2.70509, -0.65142, 4.37283)


3.
Entry from the Open Molecules 2025 dataset: a structure of composition C16H30BFN2O12Pb at a distorted geometry (ωB97M-V/def2-TZVPD).

Properties
total energy = -1957.7580 a.u.
energy relative to the best compared isomer or geometry (same formula, charge and spin) = 85.5 kJ/mol
frontier orbital gap = 8.69 eV

CARTESIAN COORDINATES (ANGSTROEM)
Pb (11.09277, -23.80714, 0.74651)
O (17.61302, -30.12310, -0.56539)
C (16.47643, -29.77142, -0.48684)
O (15.95817, -28.91974, 0.41169)
B (14.51649, -28.78952, 0.13050)
O (14.25281, -29.61534, -1.05753)
C (15.36647, -30.17542, -1.44567)
O (15.48417, -30.98074, -2.33337)
O (14.24245, -27.35266, -0.10070)
C (13.18576, -27.02590, 0.61695)
O (12.66266, -25.93603, 0.61532)
C (12.77800, -28.21605, 1.46967)
O (13.62714, -29.19958, 1.24404)
O (11.88575, -28.15905, 2.26119)
F (9.78685, -25.62859, 1.71573)
C (11.17417, -20.55382, -1.49634)
O (11.72012, -21.08739, -0.31337)
C (12.95297, -20.53358, 0.10284)
C (13.17391, -20.94070, 1.57190)
N (13.18342, -22.44396, 1.68561)
C (13.33534, -22.80134, 3.10072)
C (11.99488, -22.58261, 3.83923)
O (10.84144, -22.97796, 3.07892)
C (9.70414, -23.21810, 3.87800)
H (11.43141, -21.18320, -2.35230)
H (11.59778, -19.55668, -1.65127)
H (10.09359, -20.42915, -1.44989)
H (12.97246, -19.45108, -0.03962)
H (13.79900, -20.90582, -0.48472)
H (12.34127, -20.53873, 2.14683)
H (14.11342, -20.54409, 1.96150)
H (14.08912, -22.66172, 1.27110)
H (14.14968, -22.31461, 3.64396)
H (13.56628, -23.87017, 3.08907)
H (11.78598, -21.51700, 3.97864)
H (12.05862, -23.05882, 4.81843)
H (9.47559, -22.32213, 4.47095)
H (9.86608, -23.99181, 4.63178)
H (8.81211, -23.48449, 3.31963)
C (8.48737, -20.95274, 1.51615)
O (8.77261, -22.16066, 0.86151)
C (7.68192, -22.62859, 0.09208)
C (8.00234, -23.95476, -0.59339)
N (9.30632, -23.77977, -1.25157)
C (9.71355, -25.04676, -1.87220)
C (11.17198, -24.82562, -2.43416)
O (12.07181, -24.21395, -1.48170)
C (13.33213, -23.94063, -2.05128)
H (8.33067, -20.10142, 0.84345)
H (9.31305, -20.63586, 2.15316)
H (7.59943, -20.96868, 2.15511)
H (7.32236, -21.90293, -0.64892)
H (6.82128, -22.73371, 0.76238)
H (7.25087, -24.17550, -1.35978)
H (8.00970, -24.78654, 0.11442)
H (9.15219, -23.11428, -2.00389)
H (8.98789, -25.40747, -2.60378)
H (9.73852, -25.72922, -1.01641)
H (11.28778, -24.39558, -3.43346)
H (11.60683, -25.81473, -2.62347)
H (13.71005, -24.80158, -2.60965)
H (14.06408, -23.70648, -1.28021)
H (13.39011, -23.12537, -2.78187)


Q: Which of these has the highest energy relative to the best compared isomer or geometry (same formula, charge and spin)?
A: C52H61N10O8S2